Entry 1:
A structure of composition C30H25Br2F5Pd. Source: OMol25; level of theory: ωB97M-V with the def2-TZVPD basis set.

HOMO energy (spin up / spin down), eV: -8.98 / -8.93
F_max, eV Å⁻¹: 3.5
LUMO (spin up / spin down), eV: 0.7 / -2.6
<S²>: 2.005
Frontier orbital gap (spin up / spin down), eV: 9.689 / 6.338
Energy above the lowest of the compared OMol25 structures with the same formula, charge and spin, kcal per mole: 24.8
DFT total energy, Ha: -6933.3035
Multiplicity: 3

The geometry in XYZ format:
```
63
Properties=species:S:1:pos:R:3:forces:R:3
H 21.82153 8.06767 8.24696 0.21 0.03 0.13
H 15.02303 13.48400 7.77612 -0.25 -0.09 0.09
H 22.57388 16.11068 14.14507 -0.09 0.06 0.27
H 24.45052 9.21675 12.82282 -0.50 0.03 -0.37
C 21.28247 8.85516 8.75259 -0.83 0.48 -0.24
C 24.58248 18.75972 13.49895 0.41 0.93 1.08
H 25.19950 16.91966 10.80208 -0.34 -0.53 -0.08
H 22.96136 10.67392 11.24099 -0.17 -0.03 -0.09
H 23.38459 18.43160 15.21400 -0.25 -0.43 0.11
H 27.42949 12.14680 12.55487 -0.12 0.65 -0.05
Br 20.80401 13.40254 12.76946 0.26 0.21 -0.68
C 23.29573 16.79671 13.72710 0.90 -0.94 -0.95
C 24.41626 12.19788 11.04557 -0.70 -2.65 2.18
C 16.94516 13.94760 7.08970 2.76 -0.40 2.02
C 16.32548 13.57775 9.45684 0.43 0.67 -1.33
H 24.91508 19.73506 13.82218 -0.20 0.12 0.52
Pd 21.75997 14.36735 10.58616 0.18 -0.04 0.01
C 20.27981 17.32273 11.90917 1.02 1.30 -0.07
H 26.54919 10.09600 13.38241 0.35 0.05 0.07
H 15.54049 13.30091 10.14499 0.22 0.10 0.24
F 20.85092 16.34619 11.12422 -0.61 1.36 0.33
H 19.14074 14.29923 6.79017 -0.02 0.03 -0.09
C 18.33618 14.14470 7.49388 -2.08 0.17 -0.07
Br 22.91966 15.47696 8.56888 -0.39 -0.28 0.78
C 19.74970 10.76733 10.01321 0.40 1.62 0.48
F 23.42511 15.26278 11.97948 0.58 -1.04 0.02
C 18.59493 14.20974 8.85079 -1.64 -0.70 0.06
C 19.18360 19.08604 13.58542 0.63 1.77 0.54
H 17.64358 17.67740 14.03386 0.01 -0.31 -0.21
H 18.83058 19.79461 14.32007 -0.31 0.11 0.05
C 24.72514 10.16021 12.37463 -0.10 1.87 -0.99
C 20.90341 11.13123 9.32685 -1.01 -2.67 -0.53
C 18.51758 17.87511 13.43101 0.98 2.54 0.96
C 20.90487 18.57818 11.99670 -0.09 -1.03 0.25
C 19.16652 17.01279 12.63022 -0.42 -3.14 -1.08
C 17.60840 13.91625 9.81377 0.19 -0.03 0.75
C 23.72540 17.98305 14.29256 0.47 0.81 -1.45
C 23.88522 16.38255 12.50553 0.06 2.65 0.59
H 20.02958 7.47677 9.68072 -0.44 -0.14 -0.10
C 19.33506 9.47196 10.15101 1.68 -0.61 -0.62
C 24.76819 17.18915 11.75484 -0.58 -1.76 0.16
C 25.12297 18.38405 12.29281 -0.23 0.50 0.35
H 16.73361 13.83837 6.03627 -0.31 0.26 0.08
H 25.78665 19.05372 11.76605 0.04 0.01 -0.02
F 19.83883 14.48059 9.26960 -0.40 0.46 -0.34
C 26.40987 11.91271 12.28661 0.16 -0.86 -0.03
C 23.95977 10.97825 11.51839 -0.71 -1.50 0.32
C 20.37958 19.47239 12.92060 -1.23 -1.49 -0.22
C 20.16171 8.53295 9.49789 -0.53 -0.84 0.75
F 23.56227 12.93947 10.38667 -0.29 0.74 -1.51
C 25.94943 10.69532 12.71346 0.50 -1.28 1.08
H 18.56935 9.21950 10.86959 -0.18 -0.21 -0.31
C 25.59843 12.65627 11.46467 2.31 2.16 -0.50
H 17.72292 13.93064 10.88759 1.09 0.14 0.06
H 18.82366 15.98890 12.60799 -0.02 -0.25 -0.37
H 22.58871 10.48813 8.19017 -0.04 0.00 -0.46
H 25.95567 13.60895 11.10247 -0.07 0.25 -0.03
H 19.33689 11.60015 10.56312 -0.52 -0.08 0.15
F 21.23599 12.40804 9.40692 0.54 0.31 -0.84
H 21.83674 18.77708 11.48833 0.01 -0.06 -0.21
C 21.63722 10.18688 8.60286 0.55 1.18 1.11
H 20.91267 20.39484 13.09755 -0.32 0.13 0.19
C 16.03143 13.67746 8.11092 -0.93 -0.32 -1.97
```
Positions in Å, forces in eV/Å.


Entry 2:
A structure of composition C30H25Cl3I2N5O2PtS. Source: OMol25; level of theory: ωB97M-V with the def2-TZVPD basis set.

HOMO energy (spin up / spin down), eV: -10.64 / -10.95
F_max, eV Å⁻¹: 0.9
LUMO (spin up / spin down), eV: -3.9 / -6.1
Charge: +1
<S²>: 2.009
Frontier orbital gap (spin up / spin down), eV: 6.745 / 4.855
Energy above the lowest of the compared OMol25 structures with the same formula, charge and spin, kcal per mole: 4.5
DFT total energy, Ha: -4075.7543
Multiplicity: 3

The geometry in XYZ format:
```
69
Properties=species:S:1:pos:R:3:forces:R:3
C -1.31374 2.74274 -0.63731 0.09 -0.07 -0.01
H -2.11730 2.57833 0.06351 0.06 -0.01 -0.05
I 0.28172 -2.92042 1.12520 0.15 -0.30 -0.20
H 6.05303 1.40687 2.48764 -0.02 0.00 0.01
C -0.43983 1.70149 -6.45471 0.28 -0.01 0.01
N -0.64633 0.42419 1.81659 -0.05 -0.04 -0.07
C 3.95035 1.08837 2.23797 0.05 0.00 0.00
C 0.53105 2.36359 -1.70859 -0.04 0.16 0.02
C -4.81282 -0.56347 -0.14118 -0.09 -0.01 -0.01
H -4.63126 -1.31968 -2.15142 0.00 0.01 0.01
H 4.03738 0.67623 1.24185 0.01 0.01 0.03
H 1.68987 4.39096 -3.15075 0.01 0.03 0.04
S -2.29522 2.39504 -8.08769 -0.14 0.03 -0.09
H -1.23265 6.84364 -7.68314 0.03 -0.02 0.02
H 1.03639 0.60038 -5.35265 0.05 0.01 -0.01
C 2.55742 1.72870 4.10556 0.02 0.03 0.05
C 4.93962 2.01893 4.21854 0.01 0.00 0.00
C -4.11180 -0.11688 0.97279 -0.12 0.01 0.07
C 0.17839 1.89572 -7.73108 0.08 -0.09 0.13
H -1.70111 4.68914 -1.65033 0.07 -0.05 0.01
C 1.50826 0.75829 2.06347 -0.04 0.13 0.12
C 1.88133 5.52232 -7.45147 0.08 -0.05 0.01
H -2.13408 -1.21739 -2.09914 0.00 -0.01 0.02
I 0.81473 -1.23118 -2.23712 0.07 -0.33 0.14
C -0.58565 5.41620 -6.21467 -0.08 0.03 -0.05
O 1.03556 2.51122 -4.68400 -0.14 -0.19 -0.03
N 0.32136 0.86125 2.66229 0.21 -0.20 -0.50
N -2.07115 -0.49120 -0.18203 -0.01 -0.17 -0.05
C -1.11866 3.79966 -1.47020 0.09 -0.04 -0.05
C -2.73378 -0.08469 0.93702 0.04 0.01 -0.05
C -0.69908 2.26408 -8.69520 -0.04 0.07 -0.07
H -3.08531 0.09139 3.80762 0.00 0.02 0.00
H 1.57442 1.81475 4.54731 0.03 0.00 0.00
C -2.49080 0.88406 3.34865 -0.09 0.01 0.02
C 0.60592 4.33557 -3.24307 -0.03 -0.08 0.09
C 0.29813 1.38300 -5.19137 0.09 0.15 -0.06
Cl -2.15246 5.39197 -5.44766 0.06 0.07 -0.01
C 5.07314 1.49661 2.93832 -0.01 0.01 0.01
C 2.69038 1.20303 2.82127 0.02 -0.04 -0.08
H 2.47925 4.06198 -6.00484 -0.02 0.02 -0.01
C -4.12078 -0.96629 -1.26707 -0.06 -0.01 0.00
C -1.77654 1.93939 -6.52322 -0.14 0.06 -0.02
O 1.71462 0.30814 0.85836 0.05 -0.03 0.36
C -0.41317 6.24304 -7.31259 -0.10 0.05 0.00
H -4.63187 0.20707 1.86385 0.00 -0.01 -0.03
H 1.23946 1.76606 -7.90396 -0.07 0.00 0.03
C 0.43903 4.61534 -5.73148 0.07 -0.03 0.06
H 1.43144 1.90652 -2.08819 -0.05 0.04 0.03
H -0.81475 3.40262 -4.50255 0.00 0.04 -0.02
C -2.73653 -0.91758 -1.25213 -0.01 0.05 0.10
H -3.14267 1.74737 3.19309 0.01 -0.04 -0.02
H -5.89545 -0.59164 -0.12366 0.06 0.00 0.01
N 0.06132 3.54999 -2.13444 0.07 0.09 -0.06
C 0.82640 6.28454 -7.92464 0.00 0.03 -0.03
H 3.58352 2.54404 5.79844 0.00 -0.02 -0.03
C 1.67454 4.69233 -6.36290 0.07 -0.01 -0.04
H 2.84570 5.57240 -7.93918 -0.03 -0.01 0.02
C 3.68343 2.13532 4.80107 -0.02 0.00 -0.02
C -1.91110 0.41653 2.06126 0.06 -0.02 -0.05
C 0.24006 3.67861 -4.56371 -0.06 -0.04 -0.07
Cl -2.90537 1.87996 -5.22153 -0.02 -0.12 -0.05
H -0.50277 2.46962 -9.73754 -0.01 -0.03 0.09
H -1.69080 1.16821 4.02480 0.01 0.00 0.01
Pt -0.05126 -0.25486 0.05370 -0.31 0.83 0.25
N -0.27170 1.85463 -0.79694 -0.12 0.11 -0.07
H -0.40180 1.03826 -4.42815 -0.04 -0.02 0.07
Cl 1.05367 7.30714 -9.30364 -0.01 -0.02 0.03
H 0.19437 5.34087 -3.18766 -0.03 0.02 0.05
H 5.81833 2.33539 4.76663 -0.02 -0.01 -0.02
```
Positions in Å, forces in eV/Å.


Entry 3:
A cluster of 5 separate species, C30H25F5 in total. Source: OMol25; level of theory: ωB97M-V with the def2-TZVPD basis set.

HOMO energy, eV: -9.17
SMILES: Fc1ccccc1.Fc1ccccc1.Fc1ccccc1.Fc1ccccc1.Fc1ccccc1
F_max, eV Å⁻¹: 3.6
LUMO, eV: 0.5
Frontier orbital gap, eV: 9.704
Energy above the lowest of the compared OMol25 structures with the same formula, charge and spin, kcal per mole: 44.9
DFT total energy, Ha: -1657.4131

The geometry in XYZ format:
```
60
Properties=species:S:1:pos:R:3:forces:R:3
C 5.73372 -2.04181 -5.46563 1.31 -1.64 0.86
C -3.97670 6.20038 1.27804 -1.42 -0.95 0.20
C 5.45027 -3.27585 -6.03723 -1.20 -1.08 0.63
H -3.59247 -4.51345 -6.30742 0.09 0.05 0.01
H 1.37792 1.80894 2.46430 0.44 0.20 -0.12
C -3.02580 -5.31642 -5.85964 1.01 0.82 1.29
C -2.73434 -7.77394 -5.62070 0.69 2.47 0.20
F 1.37389 2.57878 9.33040 0.58 0.25 0.01
H -0.67623 8.10047 1.38680 0.23 -0.33 0.30
C -3.94524 7.43470 0.69704 2.99 1.91 -0.41
H -1.15844 -8.35283 -4.28509 0.00 -0.07 0.13
C -1.31355 -6.17329 -4.33235 -1.82 -2.34 -0.95
H 0.62136 3.64012 6.95590 0.08 0.27 0.28
C -3.30592 -6.58926 -6.19446 -0.50 -2.44 0.32
C -1.77258 6.37338 2.00542 0.63 -2.63 1.21
C 0.03092 0.47513 1.55309 0.97 0.20 0.01
H 4.60283 -5.09632 -3.32098 -0.21 0.35 0.62
F -0.68528 5.83851 2.58881 0.42 -0.36 0.48
H -2.97898 4.60953 2.34252 0.10 0.13 0.21
H -4.70606 7.92320 0.10634 -0.41 -0.43 0.22
F -4.31671 -6.72560 -7.06752 -0.32 -0.52 -0.54
H -0.55599 -6.13676 -3.56348 0.05 0.68 -0.10
C 0.19352 2.43905 8.74066 -1.10 0.29 -2.10
C -2.00141 1.47649 8.76036 -0.98 0.33 -0.77
H 4.66091 -5.25052 -5.69703 0.35 -0.25 0.04
C -2.33805 2.03176 7.52823 1.52 0.28 0.61
C -1.69529 -7.51817 -4.71116 -0.26 1.06 -0.36
C 1.24458 1.19953 1.58268 -1.37 0.06 0.59
H -2.88345 1.08586 9.24598 0.54 -0.85 0.65
C -0.11866 3.08790 7.51611 -0.48 -0.87 0.15
H -0.51544 1.13528 10.26011 0.11 0.01 0.09
H -4.89592 5.64334 1.17248 -0.10 -0.24 0.13
H 2.94219 1.77297 0.27927 0.17 0.21 0.91
H 6.21673 -1.10622 -3.57970 -0.11 0.12 0.13
C 5.27821 -3.00745 -3.25073 0.46 -0.41 -0.84
C -2.92129 5.62413 1.97690 -0.34 0.54 -0.73
H -1.73501 -4.14852 -4.51678 -0.45 0.38 -0.21
C -1.60438 7.54878 1.41012 -0.21 2.69 -1.35
C -2.05860 -5.11891 -4.86327 1.52 -0.18 0.34
C 1.66524 0.48114 -0.62293 0.54 -0.39 -1.18
C 4.90149 -4.19716 -3.83937 0.40 -0.92 -1.37
F 0.19538 -0.86498 -1.84962 0.06 0.07 1.20
C -1.38149 2.84682 6.92815 -0.04 -0.20 0.34
H -2.48942 9.06626 0.28454 -0.39 0.10 -0.17
H 2.31501 0.56164 -1.48184 -0.25 -0.21 -0.35
H -3.28265 1.83027 7.04497 -0.12 0.18 0.17
C 5.05368 -4.36240 -5.22441 -0.56 1.65 0.16
H -0.68796 0.71381 2.32293 -0.02 -0.58 0.29
C 0.53800 -0.28386 -0.65331 -1.05 -0.60 0.93
C -0.27212 -0.39965 0.52571 0.35 0.82 -1.92
H -3.07438 -8.76768 -5.87219 0.00 0.10 -0.13
H 6.19890 -1.31450 -6.11448 -0.29 0.55 0.31
H -1.75346 3.28417 6.01339 0.84 0.40 -0.32
C 2.05744 1.18852 0.48425 0.19 0.28 -0.20
F 5.20660 -2.95625 -1.90108 0.26 0.61 -0.38
H 5.38775 -3.47423 -7.09701 0.34 0.45 -0.20
C 5.80740 -1.98739 -4.05127 -0.77 0.59 0.03
C -2.67668 8.11083 0.75195 -1.48 -0.44 -0.07
C -0.73134 1.60613 9.31244 -0.94 -0.07 0.87
H -1.19266 -0.96441 0.53080 -0.01 -0.06 -0.15
```
Positions in Å, forces in eV/Å.